# C66H145F2N9

A cluster of 11 separate species, C66H145F2N9 in total at a distorted geometry (ωB97M-V/def2-TZVPD, the Open Molecules 2025 dataset).

The HOMO energy comes out at -8.16 eV. For the energy, the calculation gives -89634.43674 eV.

Structure (XYZ):
```
222
C66H145F2N9 | the Open Molecules 2025 dataset | ωB97M-V/def2-TZVPD
C 27.4631 -11.1525 10.1951
C 27.1167 -10.5460 8.8449
N 26.4449 -11.4333 7.8841
C 26.0598 -10.7156 6.6421
C 25.0039 -9.6570 6.9519
C 27.2514 -12.6049 7.6390
C 26.4336 -13.6859 6.8874
H 27.7126 -10.3787 10.9212
H 28.3427 -11.7892 10.1008
H 26.5767 -11.6314 10.6113
H 26.5074 -9.6501 8.9637
H 28.0547 -10.1973 8.4129
H 26.9162 -10.3478 6.0769
H 25.5672 -11.4167 5.9683
H 24.5622 -9.3012 6.0212
H 24.2912 -9.9278 7.7309
H 25.5433 -8.7975 7.3501
H 27.5305 -13.0720 8.5835
H 28.0944 -12.3703 6.9891
H 27.0701 -14.5628 6.7689
H 26.2581 -13.4131 5.8468
H 25.4864 -14.0620 7.2741
C 15.4091 -11.4705 9.6716
C 15.6515 -12.8508 10.1040
N 15.9929 -13.7117 8.9754
C 14.9180 -13.9094 7.9419
C 13.5227 -14.2924 8.4680
C 16.4505 -15.0311 9.4083
C 17.8366 -15.1072 10.0700
H 16.1353 -11.0894 8.9536
H 15.3570 -10.8328 10.5540
H 14.4911 -11.4542 9.0841
H 16.4850 -12.8071 10.8050
H 14.8478 -13.1726 10.7663
H 14.7641 -12.9554 7.4375
H 15.2154 -14.6080 7.1598
H 13.2273 -13.7020 9.3354
H 12.7881 -14.2239 7.6656
H 13.4549 -15.3182 8.8302
H 16.4347 -15.7937 8.6297
H 15.6900 -15.4431 10.0716
H 18.1283 -16.1041 10.4004
H 17.7989 -14.5381 10.9989
H 18.5999 -14.8264 9.3442
C 13.2122 -21.2972 8.2073
C 13.3505 -19.7420 8.3675
N 14.7029 -19.3345 8.8042
C 14.6564 -18.0325 9.4716
C 13.9449 -18.1031 10.7957
C 15.6639 -19.4114 7.6944
C 17.1637 -19.3352 7.9475
H 13.4845 -21.9828 9.0097
H 13.8082 -21.6044 7.3479
H 12.1981 -21.6094 7.9579
H 13.1735 -19.2832 7.3947
H 12.5819 -19.3745 9.0474
H 15.6086 -17.5356 9.6577
H 14.2078 -17.3290 8.7702
H 14.0764 -17.2427 11.4518
H 12.8865 -18.3459 10.7011
H 14.3604 -18.9625 11.3221
H 15.4637 -18.5684 7.0331
H 15.4330 -20.2848 7.0845
H 17.5150 -18.3761 8.3281
H 17.6111 -19.4879 6.9653
H 17.4025 -20.1515 8.6291
C 16.1317 -19.2856 3.7555
C 17.2360 -18.2779 3.7118
N 18.4781 -18.8168 3.1803
C 19.6476 -17.9900 3.4633
C 20.0827 -18.1355 4.9144
C 18.3851 -19.2353 1.8110
C 18.0502 -18.2259 0.8026
H 15.2824 -19.0047 4.3782
H 16.4259 -20.2275 4.2185
H 15.8310 -19.5480 2.7412
H 16.9377 -17.3234 3.2782
H 17.4168 -18.0498 4.7622
H 19.3369 -16.9749 3.2162
H 20.5143 -18.1492 2.8218
H 21.0053 -17.6060 5.1523
H 20.1969 -19.1442 5.3114
H 19.3986 -17.6413 5.6041
H 19.3822 -19.5588 1.5123
H 17.7604 -20.1171 1.6682
H 18.7093 -17.3749 0.9743
H 18.0771 -18.5703 -0.2312
H 17.0376 -17.8448 0.9355
C 21.3968 -21.3105 13.8073
C 20.7995 -20.6732 12.5097
N 20.7774 -19.1707 12.5099
C 22.1675 -18.7673 12.2154
C 22.3955 -17.2814 12.3814
C 19.8383 -18.6660 11.4832
C 18.3961 -18.9389 11.7406
H 20.9057 -20.7700 14.6165
H 22.4760 -21.2311 13.9383
H 21.2024 -22.3828 13.7849
H 21.3391 -21.0330 11.6336
H 19.7587 -20.9924 12.4562
H 22.8069 -19.2716 12.9399
H 22.4418 -19.1105 11.2179
H 22.0099 -16.9302 13.3385
H 23.4591 -17.0443 12.3542
H 21.9268 -16.6934 11.5923
H 20.1256 -18.9958 10.4847
H 19.9285 -17.5826 11.5632
H 18.0658 -19.7130 11.0480
H 17.7379 -18.0729 11.6692
H 18.2406 -19.2977 12.7580
C 21.4734 -12.3007 8.2785
C 22.6364 -11.8776 9.2800
N 22.5241 -12.5339 10.6008
C 23.8819 -12.5681 11.1608
C 24.7066 -13.7042 10.7005
C 21.6131 -11.8427 11.4940
C 21.1855 -12.7421 12.6081
H 20.5963 -12.4563 8.9066
H 21.6752 -13.1389 7.6115
H 21.2327 -11.4380 7.6573
H 23.5730 -12.0760 8.7589
H 22.6165 -10.7905 9.3564
H 24.3902 -11.6283 10.9454
H 23.8801 -12.5715 12.2508
H 25.6146 -13.8346 11.2894
H 24.1918 -14.6530 10.8513
H 24.8727 -13.7091 9.6233
H 20.7312 -11.5287 10.9356
H 21.9427 -10.8833 11.8929
H 22.0478 -13.2347 13.0574
H 20.5892 -13.4948 12.0925
H 20.5200 -12.2655 13.3279
C 28.5614 -21.9589 5.8809
C 27.9461 -21.4632 7.1405
N 26.5233 -21.7862 7.3071
C 26.1931 -23.2441 7.2458
C 26.7584 -24.1269 8.3633
C 26.0420 -21.0863 8.5153
C 24.5990 -21.2315 8.8543
H 28.7755 -23.0054 6.0977
H 29.5240 -21.4538 5.8011
H 27.9044 -21.7670 5.0326
H 28.5646 -21.7738 7.9826
H 28.0025 -20.3799 7.0346
H 25.1086 -23.3524 7.2572
H 26.5010 -23.6462 6.2806
H 25.9433 -24.7074 8.7955
H 27.4771 -24.8728 8.0239
H 27.2044 -23.5968 9.2049
H 26.2475 -20.0163 8.4855
H 26.5209 -21.4577 9.4214
H 23.9093 -21.1273 8.0167
H 24.2524 -20.4986 9.5830
H 24.3715 -22.2112 9.2744
C 25.9764 -17.7761 10.7909
C 27.3927 -17.7594 11.4120
N 27.4513 -17.1309 12.7394
C 26.6989 -17.7801 13.8072
C 26.9627 -19.3257 13.9657
C 27.1454 -15.6969 12.7968
C 28.1457 -14.8554 11.9400
H 25.7201 -16.7450 10.5476
H 25.2041 -18.1193 11.4792
H 25.9493 -18.3772 9.8820
H 27.8488 -18.7411 11.5398
H 28.0757 -17.2643 10.7218
H 25.6405 -17.5486 13.6870
H 27.1448 -17.4232 14.7356
H 26.5640 -19.5928 14.9444
H 28.0408 -19.4424 13.8551
H 26.5042 -19.8290 13.1145
H 26.0992 -15.4562 12.6080
H 27.4015 -15.4260 13.8210
H 29.1663 -14.9582 12.3086
H 28.1595 -14.9337 10.8529
H 27.9307 -13.8068 12.1458
C 30.4519 -18.6291 7.9357
C 29.1371 -17.8855 7.7111
N 29.3442 -16.9754 6.5991
C 30.0421 -15.7085 6.9494
C 30.4023 -14.9520 5.6370
C 28.0720 -16.8128 5.8611
C 27.6722 -18.0501 5.0675
H 30.3913 -19.3233 8.7738
H 31.3387 -18.0151 8.0926
H 30.6029 -19.2528 7.0546
H 28.3585 -18.6477 7.6815
H 29.0481 -17.3801 8.6728
H 29.4565 -15.0510 7.5919
H 30.9390 -15.9067 7.5363
H 29.5577 -14.4618 5.1528
H 31.0644 -14.1531 5.9709
H 30.8255 -15.5620 4.8389
H 28.0615 -15.9503 5.1948
H 27.3084 -16.6840 6.6281
H 27.3253 -18.8334 5.7414
H 28.4972 -18.4128 4.4544
H 26.8301 -17.8077 4.4192
F 24.5879 -15.9131 5.2624
C 23.5302 -15.6528 4.4206
C 22.4496 -14.9397 4.9478
C 21.3344 -14.6588 4.1372
C 21.3846 -15.0730 2.8342
C 22.5513 -15.6524 2.3103
C 23.6147 -15.9982 3.1455
H 22.4397 -14.6067 5.9752
H 20.4447 -14.1635 4.4970
H 20.5790 -14.9065 2.1344
H 22.6162 -15.9445 1.2725
H 24.4642 -16.4957 2.7014
F 20.1804 -18.0840 8.1266
C 21.4394 -17.5935 8.1496
C 22.5028 -18.2933 7.6530
C 23.8151 -17.8915 7.7427
C 24.0782 -16.6302 8.2985
C 22.9927 -15.8063 8.6323
C 21.6711 -16.3172 8.6406
H 22.2444 -19.2160 7.1547
H 24.5967 -18.5500 7.3937
H 25.0523 -16.1730 8.3913
H 23.0528 -14.7974 9.0130
H 20.8516 -15.7286 9.0257
```

=====

# C66H43O13P

A cluster of 5 separate species, C66H43O13P in total at a distorted geometry (ωB97M-V/def2-TZVPD, the Open Molecules 2025 dataset).

The HOMO energy comes out at -9.48 eV. For the energy, the calculation gives -105043.93054 eV.

Structure (XYZ):
```
123
C66H43O13P | the Open Molecules 2025 dataset | ωB97M-V/def2-TZVPD
C 1.1375 -4.1469 5.2183
C 1.2762 -2.5505 5.2258
O 1.2389 -1.9131 6.2970
O 1.4312 -1.8112 4.0232
C 0.1896 -1.1976 3.5949
C -0.6354 -2.2650 2.7132
C -1.9512 -2.8035 3.4349
C -2.1885 -2.7285 4.8386
C -3.6081 -3.2931 5.3354
O -3.7550 -3.9815 6.3628
C -4.8365 -2.9349 4.3571
P -6.4991 -2.3950 5.0474
O -6.2513 -1.0330 5.7605
C -4.6013 -3.0287 2.9559
C -3.1099 -3.4560 2.5283
O -2.8755 -4.2534 1.6010
H 0.0779 -4.5096 5.3989
H 1.4725 -4.4875 4.1694
H 1.8753 -4.6207 5.9466
H 0.4806 -0.3488 2.8847
H -0.4194 -0.7254 4.4300
H -1.0044 -1.6831 1.7880
H 0.0386 -3.0864 2.3073
H -1.4263 -2.2558 5.5320
H -7.0539 -3.2850 6.0177
H -7.3521 -2.1364 3.9268
H -5.4041 -2.8169 2.1753
O 1.0054 -4.7384 -4.5691
C 1.5398 -4.4718 -3.5046
C 0.8697 -4.7990 -2.2258
C -0.3719 -5.4358 -2.2412
C -0.9898 -5.7817 -1.0451
C -0.3709 -5.4950 0.1693
C 0.8576 -4.8452 0.1880
C 1.4779 -4.4901 -1.0089
C 2.7770 -3.7821 -0.9767
O 3.2820 -3.4636 0.0868
C 3.4568 -3.4727 -2.2546
C 4.6987 -2.8379 -2.2367
C 5.3614 -2.5725 -3.4295
C 4.7866 -2.9410 -4.6435
C 3.5422 -3.5612 -4.6655
C 2.8712 -3.8238 -3.4707
H -0.8563 -5.6663 -3.1842
H -1.9531 -6.2805 -1.0587
H -0.8477 -5.7761 1.1016
H 1.3329 -4.6196 1.1373
H 5.1540 -2.5530 -1.2938
H 6.3293 -2.0819 -3.4134
H 5.3087 -2.7424 -5.5737
H 3.0992 -3.8428 -5.6146
O 7.6234 1.1488 -3.4474
C 7.4614 2.1470 -2.7662
C 6.8636 2.0464 -1.4149
C 6.5038 0.7960 -0.9129
C 5.9785 0.6867 0.3693
C 5.8122 1.8249 1.1552
C 6.1536 3.0748 0.6515
C 6.6744 3.1891 -0.6374
C 7.0184 4.5264 -1.1719
O 6.8027 5.5293 -0.5140
C 7.6345 4.6254 -2.5147
C 7.9964 5.8764 -3.0154
C 8.6058 5.9767 -4.2605
C 8.8563 4.8292 -5.0096
C 8.4840 3.5824 -4.5200
C 7.8670 3.4778 -3.2729
H 6.6360 -0.0948 -1.5179
H 5.7031 -0.2877 0.7598
H 5.4139 1.7374 2.1606
H 6.0170 3.9584 1.2661
H 7.8082 6.7731 -2.4343
H 8.8901 6.9501 -4.6465
H 9.3406 4.9077 -5.9774
H 8.6792 2.6929 -5.1100
O -2.9508 1.1538 -7.7015
C -2.8038 0.2907 -6.8539
C -3.8650 0.0314 -5.8530
C -5.0489 0.7683 -5.8972
C -6.0655 0.5046 -4.9870
C -5.9051 -0.4958 -4.0309
C -4.7201 -1.2200 -3.9729
C -3.6947 -0.9538 -4.8801
C -2.4290 -1.7187 -4.7988
O -2.2598 -2.5414 -3.9147
C -1.3769 -1.4737 -5.8108
C -0.1947 -2.2135 -5.7664
C 0.7851 -2.0145 -6.7316
C 0.5883 -1.0777 -7.7439
C -0.5826 -0.3287 -7.7827
C -1.5665 -0.5212 -6.8127
H -5.1817 1.5449 -6.6431
H -6.9873 1.0756 -5.0256
H -6.7042 -0.7095 -3.3287
H -4.5986 -1.9945 -3.2228
H -0.0376 -2.9481 -4.9836
H 1.7012 -2.5930 -6.6981
H 1.3501 -0.9300 -8.5025
H -0.7280 0.4015 -8.5720
O -4.2434 2.4741 3.8019
C -4.4092 3.4720 4.4827
C -5.0028 3.3709 5.8358
C -5.3555 2.1193 6.3424
C -5.8763 2.0116 7.6262
C -6.0457 3.1511 8.4095
C -5.7118 4.4017 7.9019
C -5.1953 4.5154 6.6116
C -4.8595 5.8528 6.0736
O -5.0781 6.8568 6.7299
C -4.2476 5.9523 4.7288
C -3.8933 7.2042 4.2247
C -3.2879 7.3053 2.9777
C -3.0337 6.1577 2.2302
C -3.3984 4.9100 2.7233
C -4.0115 4.8045 3.9723
H -5.2215 1.2265 5.7401
H -6.1456 1.0368 8.0192
H -6.4406 3.0644 9.4164
H -5.8508 5.2862 8.5148
H -4.0844 8.1010 4.8046
H -3.0095 8.2794 2.5892
H -2.5524 6.2367 1.2609
H -3.2004 4.0204 2.1344
```

=====

# C66H55N3P3PtSSi

A structure of composition C66H55N3P3PtSSi (ωB97M-V/def2-TZVPD, the Open Molecules 2025 dataset).

For the relative energy (zero: lowest compared OMol25 entry of this formula, charge and spin), the calculation gives 0.000 eV. As for the multiplicity: 5. The HOMO energy (alpha / beta) comes out at -7.04 / -10.01 eV. For the energy, the calculation gives -123627.79078 eV. As for the total charge: +1.

Structure (XYZ):
```
130
C66H55N3P3PtSSi | the Open Molecules 2025 dataset | ωB97M-V/def2-TZVPD
Pt 0.1588 0.1443 -0.4184
C 1.3430 5.2073 -3.5154
C 2.1130 4.0791 -3.2629
C 1.7918 3.2513 -2.2029
C 0.6998 3.5360 -1.3820
C -0.0480 4.6844 -1.6187
C 0.2705 5.5093 -2.6913
P 0.4394 2.4152 0.0252
C -0.8864 3.0910 1.0533
C -2.1171 3.4453 0.5009
C -3.1266 3.9349 1.3119
C -2.9358 4.0422 2.6806
C -1.7279 3.6561 3.2433
C -0.7047 3.1869 2.4344
C 1.9961 2.6774 0.9296
C 2.2956 3.8905 1.5486
C 3.5331 4.0685 2.1410
C 4.4768 3.0459 2.1046
C 4.1811 1.8507 1.4710
C 2.9362 1.6518 0.8669
Si 2.4569 0.0512 -0.0022
C 3.4195 -0.0634 -1.6189
C 4.8148 0.0282 -1.6299
C 5.5202 0.1008 -2.8206
C 4.8391 0.0942 -4.0310
C 3.4570 0.0000 -4.0463
C 2.7489 -0.0872 -2.8494
P 0.9361 -0.2850 -2.8198
C 0.2625 0.5118 -4.3052
C 0.3786 -0.1044 -5.5537
C -0.1184 0.5174 -6.6869
C -0.7505 1.7503 -6.5825
C -0.8929 2.3543 -5.3432
C -0.3914 1.7365 -4.2068
C 0.6970 -2.0452 -3.1866
C -0.6063 -2.4807 -3.4343
C -0.8569 -3.8194 -3.6789
C 0.1898 -4.7349 -3.6831
C 1.4850 -4.3056 -3.4417
C 1.7410 -2.9636 -3.1881
C 2.8757 -1.2897 1.2396
C 4.0296 -2.0717 1.1909
C 4.3997 -2.8592 2.2725
C 3.6404 -2.8406 3.4345
C 2.4853 -2.0752 3.4957
C 2.0729 -1.3358 2.3889
P 0.5040 -0.3861 2.4091
C -0.8177 -1.5876 2.7650
C -2.1231 -1.1266 2.6014
C -3.1971 -1.9469 2.9193
C -2.9771 -3.2379 3.3772
C -1.6805 -3.7135 3.5053
C -0.6038 -2.8926 3.2030
C 0.6443 0.5450 3.9716
C -0.4038 0.6372 4.8834
C -0.2824 1.4476 6.0045
C 0.8766 2.1781 6.2194
C 1.9261 2.0894 5.3128
C 1.8114 1.2800 4.1950
H 1.5865 5.8552 -4.3472
H 2.9600 3.8409 -3.8934
H 2.4049 2.3791 -2.0107
H -0.8742 4.9473 -0.9746
H -0.3207 6.3972 -2.8733
H -2.3010 3.3106 -0.5554
H -4.0768 4.2050 0.8708
H -3.7330 4.4146 3.3112
H -1.5736 3.7203 4.3127
H 0.2330 2.8974 2.8886
H 1.5642 4.6895 1.5714
H 3.7662 5.0044 2.6317
H 5.4430 3.1867 2.5719
H 4.9211 1.0573 1.4674
H 5.3635 0.0716 -0.6958
H 6.5994 0.1800 -2.8062
H 5.3851 0.1658 -4.9625
H 2.9298 0.0016 -4.9916
H 0.8462 -1.0780 -5.6398
H -0.0209 0.0353 -7.6506
H -1.1447 2.2312 -7.4682
H -1.4037 3.3040 -5.2534
H -0.5292 2.2042 -3.2430
H -1.4169 -1.7595 -3.4293
H -1.8685 -4.1532 -3.8720
H -0.0071 -5.7809 -3.8791
H 2.3032 -5.0144 -3.4517
H 2.7576 -2.6370 -3.0049
H 4.6546 -2.0591 0.3048
H 5.2956 -3.4646 2.2210
H 3.9469 -3.4222 4.2941
H 1.9046 -2.0525 4.4104
H -2.3064 -0.1259 2.2202
H -4.2047 -1.5746 2.7949
H -3.8170 -3.8760 3.6215
H -1.5015 -4.7270 3.8415
H 0.3976 -3.2865 3.2980
H -1.3165 0.0772 4.7268
H -1.0991 1.5046 6.7125
H 0.9660 2.8100 7.0933
H 2.8369 2.6511 5.4766
H 2.6353 1.2199 3.4929
C -6.1659 -2.3014 -1.2703
C -5.4049 -1.2605 -0.5303
C -5.7775 -0.6267 0.6178
C -4.9483 0.3370 1.2073
N -3.7791 0.7311 0.5681
C -3.4289 0.1406 -0.5147
S -2.0522 0.6439 -1.4999
N -4.1458 -0.9185 -1.0555
C -5.2787 1.0480 2.4767
H -7.1472 -2.4468 -0.8234
H -5.6423 -3.2646 -1.2627
H -6.3086 -2.0196 -2.3186
H -6.7290 -0.8767 1.0709
H -3.8885 -1.2166 -1.9821
H -6.1711 0.6291 2.9420
H -5.4562 2.1145 2.3044
H -4.4532 0.9810 3.1930
N -0.2851 -1.8198 -0.2696
C -0.4876 -3.1075 -0.1460
C 0.5917 -3.9848 0.1627
C 0.3451 -5.3278 0.3173
C -0.9469 -5.8344 0.1679
C -2.0131 -4.9828 -0.1280
C -1.8061 -3.6335 -0.2776
H 1.5838 -3.5701 0.2833
H 1.1620 -5.9969 0.5545
H -1.1239 -6.8947 0.2898
H -3.0129 -5.3856 -0.2263
H -2.6149 -2.9438 -0.4815
```

=====

- Among the records above, which one has the highest energy?
  C66H145F2N9

=====

- What is the energy in the third record?
  -123627.79078 eV